A 4-piece molecular cluster, C28H50BrN2O3P overall in a non-equilibrium geometry. Source: the Open Molecules 2025 dataset; level of theory: wB97M-V/def2-TZVPD.

For the molar mass, the calculation gives 573.6 g/mol. The SMILES is N=[PH2]c1c(CC(=O)Br)ccc2c1C(=O)NC2=O.CCCCCC.CCCCCC.CCCCCC. The HOMO-LUMO gap is 7.129 eV. The value obtained for the LUMO energy is -0.0555 Ha.

Each line ends with the Löwdin charge.
Geometry (Å):
N1 0.11386 4.84706 -1.44484  -0.3189
P1 0.47020 3.76380 -2.59688  0.7408
C1 0.11379 2.02531 -1.87674  -0.1745
C2 1.27247 0.96265 -1.76023  -0.1424
C3 2.74162 1.30709 -2.27923  -0.1730
C4 3.68642 1.99368 -1.18810  -0.6886
O1 3.34230 2.42189 -0.07608  0.0022
Br1 5.63416 2.15185 -1.67449  0.6495
C5 0.88835 -0.43787 -1.15082  0.0212
C6 -0.57428 -0.77720 -0.68359  0.0382
C7 -1.61704 0.34795 -0.85254  -0.0393
C8 -1.34840 1.76222 -1.43945  -0.0490
C9 -2.67988 2.65860 -1.50111  -0.3166
O2 -2.84673 3.86001 -1.79784  0.0773
N2 -3.74216 1.65867 -1.15489  0.1042
C10 -3.17627 0.41835 -0.53665  -0.3307
O3 -3.93148 -0.33915 0.10510  0.0744
H1 0.96502 5.38845 -1.20236  -0.0360
H2 -0.28243 3.98940 -3.81497  0.0100
H3 1.88981 3.89989 -2.86868  0.0079
H4 3.24904 0.32013 -2.57916  0.1074
H5 2.62807 1.95011 -3.22053  0.1012
H6 1.71892 -1.22277 -1.07316  0.1057
H7 -0.88672 -1.78712 -0.26929  0.1112
H8 -4.06036 1.28610 -2.06659  0.1462
C11 6.03336 0.67387 -5.48916  -0.1117
C12 5.41602 -0.58215 -4.89081  -0.2697
C13 6.37603 -1.35475 -3.98298  -0.2292
C14 7.63045 -1.89948 -4.67218  -0.2265
C15 7.37331 -2.83046 -5.85821  -0.2730
C16 6.62790 -4.10091 -5.47681  -0.1154
H9 6.88221 0.43929 -6.13486  0.0688
H10 5.29317 1.20329 -6.09594  0.0716
H11 6.37258 1.35435 -4.70247  0.0463
H12 5.04472 -1.22807 -5.69266  0.1018
H13 4.54079 -0.29253 -4.30001  0.0738
H14 5.82906 -2.18093 -3.51603  0.1014
H15 6.68947 -0.70144 -3.16072  0.0908
H16 8.22795 -2.43494 -3.92493  0.1108
H17 8.25315 -1.06421 -5.00892  0.1020
H18 8.33873 -3.11058 -6.29299  0.1055
H19 6.82453 -2.30367 -6.64544  0.0988
H20 7.17985 -4.66615 -4.72054  0.0760
H21 6.50449 -4.74329 -6.35364  0.0707
H22 5.63098 -3.88408 -5.08629  0.0643
C17 1.58650 1.89059 5.42572  -0.1152
C18 0.33421 1.25054 4.84312  -0.2723
C19 0.46922 0.89850 3.35974  -0.2285
C20 0.69780 2.08918 2.42373  -0.2228
C21 -0.37605 3.17729 2.47473  -0.2504
C22 -1.75167 2.68457 2.05359  -0.0918
H23 1.81563 2.84343 4.94372  0.0662
H24 1.44698 2.08561 6.49276  0.0689
H25 2.45050 1.22871 5.31494  0.0745
H26 -0.52487 1.90961 5.00301  0.0991
H27 0.12272 0.33080 5.39794  0.1031
H28 -0.42833 0.35473 3.04515  0.0973
H29 1.30245 0.19682 3.23621  0.1075
H30 0.76941 1.71033 1.39659  0.0899
H31 1.66970 2.54339 2.64214  0.1011
H32 -0.07672 3.98969 1.80387  0.1031
H33 -0.43191 3.61332 3.47744  0.1006
H34 -1.73037 2.28636 1.03698  0.0373
H35 -2.46888 3.51052 2.07362  0.0820
H36 -2.12733 1.90757 2.72399  0.0715
C23 -6.06045 -0.25823 2.90276  -0.1148
C24 -6.41377 -1.03935 4.16072  -0.2721
C25 -5.84254 -2.45927 4.17081  -0.2293
C26 -6.35445 -3.37706 3.05674  -0.2298
C27 -7.87186 -3.56236 3.00724  -0.2746
C28 -8.44091 -4.21359 4.25915  -0.1173
H37 -6.47922 -0.72206 2.00725  0.0663
H38 -6.46115 0.75734 2.96668  0.0722
H39 -4.97606 -0.18492 2.78082  0.0650
H40 -7.50098 -1.06346 4.28643  0.0978
H41 -6.01664 -0.50186 5.02777  0.1034
H42 -6.05310 -2.91528 5.14414  0.0991
H43 -4.75052 -2.40266 4.09739  0.1083
H44 -5.88161 -4.35937 3.17609  0.1080
H45 -6.01429 -2.99825 2.08737  0.1002
H46 -8.11487 -4.19345 2.14548  0.1036
H47 -8.36837 -2.60249 2.83323  0.0989
H48 -7.98883 -5.19484 4.42964  0.0744
H49 -9.52078 -4.35420 4.15352  0.0691
H50 -8.27561 -3.59854 5.14658  0.0651

Forces on atoms 1 to 6 (eV/Å):
1.0 -0.8 -1.3
-0.2 1.8 3.1
-0.4 -2.1 0.1
-4.0 -0.8 1.5
-0.6 -0.9 0.1
-1.6 1.3 3.4

=====

A 8-piece molecular cluster, C21H49N8O10 overall in a non-equilibrium geometry. Source: the Open Molecules 2025 dataset; level of theory: wB97M-V/def2-TZVPD.

The value obtained for the energy relative to the best compared isomer or geometry (same formula, charge and spin) is 114.1 kcal per mole. For the molar mass, the calculation gives 573.7 g/mol. The HOMO-LUMO gap is 8.070 eV. The value obtained for the LUMO energy is 0.0894 Ha. The charge is -1.

Each line ends with the Löwdin charge.
Geometry (Å):
N1 0.18183 -0.02640 0.00299  -0.6514
O1 1.32683 0.28097 -0.05372  -0.0186
O2 -0.47651 0.45304 0.90010  -0.0682
O3 -0.31475 -0.76361 -0.80686  0.0384
C1 -3.62421 0.68581 -4.27104  -0.0071
C2 -2.75034 0.27136 -3.09956  -0.5372
O4 -1.92436 -0.60806 -3.40014  0.0104
N2 -2.79459 0.73286 -1.81970  0.0451
C3 -3.97086 1.48313 -1.33089  -0.0897
H1 -4.27915 1.51522 -4.00417  0.0539
H2 -4.16526 -0.20174 -4.59910  0.0856
H3 -2.87380 1.06318 -4.96573  0.0800
H4 -2.12369 0.32175 -1.18646  0.0833
H5 -3.88911 2.52129 -1.65287  0.0670
H6 -4.08455 1.38922 -0.25091  0.0699
H7 -4.92567 1.10478 -1.69597  0.0726
C4 -1.92486 2.93545 2.78047  -0.0220
C5 -0.53802 3.42953 2.94599  -0.5784
O5 -0.39298 4.39868 3.74352  -0.0255
N3 0.33652 2.67439 2.35820  0.0322
C6 1.79428 2.84535 2.26380  -0.0483
H8 -2.13439 2.80654 1.71860  0.0672
H9 -2.57644 3.63639 3.30222  0.0765
H10 -2.24265 2.04935 3.32995  0.0798
H11 0.12211 1.77500 1.95174  0.0657
H12 2.23225 2.01672 1.70734  0.0697
H13 2.16240 2.85450 3.28971  0.0787
H14 2.13288 3.77950 1.81566  0.0692
C7 2.91336 -4.43194 0.65780  0.0091
C8 2.60551 -2.95644 0.32269  -0.6238
O6 1.62334 -2.75265 -0.28719  0.0916
N4 3.31284 -1.93550 0.69930  0.0293
C9 4.71376 -1.93523 1.10926  -0.0789
H15 1.98444 -4.89343 0.99282  0.0775
H16 3.52116 -4.45694 1.56226  0.0522
H17 3.48638 -4.93054 -0.12396  0.0744
H18 2.85740 -1.09645 0.36965  0.0921
H19 4.88456 -2.31315 2.11728  0.0749
H20 5.09784 -0.92064 1.00336  0.0741
H21 5.43334 -2.39554 0.43217  0.0730
C10 2.78801 4.78605 -1.04994  -0.0108
C11 1.30581 4.89696 -1.27795  -0.5781
O7 0.85995 5.94498 -1.73183  0.0076
N5 0.50907 3.84925 -1.02599  0.0484
C12 -0.84512 3.73841 -1.60124  -0.0507
H22 3.14669 4.93333 -2.06865  0.0787
H23 3.16616 3.87210 -0.59188  0.0710
H24 3.22097 5.70505 -0.65488  0.0810
H25 0.87307 2.98952 -0.64066  0.1148
H26 -1.13266 4.66025 -2.10684  0.0795
H27 -1.58274 3.53573 -0.82474  0.0722
H28 -0.84804 3.05663 -2.45169  0.0562
C13 -3.75716 -1.67983 0.42656  -0.0050
C14 -3.80373 -2.61611 -0.73841  -0.5344
O8 -2.93078 -2.58429 -1.60616  0.0635
N6 -4.79573 -3.54691 -0.77870  -0.0266
C15 -4.70220 -4.70795 -1.62420  -0.0883
H29 -3.74500 -2.25754 1.35080  0.0765
H30 -4.70865 -1.15100 0.37080  0.0762
H31 -2.89735 -1.01434 0.50367  0.0655
H32 -5.40235 -3.67843 0.01807  0.1260
H33 -4.31067 -5.42162 -0.89930  0.0882
H34 -4.11643 -4.60122 -2.53722  0.0866
H35 -5.66357 -4.94862 -2.07803  0.0719
C16 3.93881 -0.24362 -2.34049  -0.0015
C17 2.61924 0.08471 -2.93597  -0.4931
O9 1.78126 -0.84808 -3.25927  0.0066
N7 2.41215 1.35898 -3.37652  -0.0038
C18 1.13180 1.77371 -3.81375  -0.1009
H36 3.78359 -0.38486 -1.27088  0.0601
H37 4.66277 0.55728 -2.49056  0.0703
H38 4.26613 -1.12258 -2.89583  0.0936
H39 3.25273 1.91699 -3.42286  0.1231
H40 1.02347 2.85832 -3.81068  0.0755
H41 0.48190 1.47198 -2.99236  0.0705
H42 0.66282 1.41619 -4.73044  0.0900
C19 1.12886 -4.28904 5.51094  0.0007
C20 1.33710 -3.09632 4.51676  -0.6034
O10 2.38815 -2.84853 4.03219  0.0678
N8 0.29326 -2.31577 4.39464  0.0116
C21 0.14746 -1.29387 3.39572  -0.0608
H43 0.58525 -5.06383 4.97030  0.0709
H44 0.64380 -3.90877 6.40994  0.0690
H45 2.08384 -4.77045 5.72161  0.0703
H46 -0.53536 -2.56374 4.91618  0.1343
H47 0.29417 -0.28363 3.77783  0.0802
H48 -0.73151 -1.20248 2.75762  0.0762
H49 1.00394 -1.36876 2.72569  0.0787

Forces on atoms 1 to 6 (eV/Å):
-1.4 -1.5 -1.5
5.8 1.6 -0.5
-3.2 1.5 3.4
-1.3 -1.0 -1.2
0.1 1.1 1.4
2.2 -3.1 -0.6